11 unconnected molecules or ions with the total composition C44H64N2O27 in a non-equilibrium geometry. Source: the Open Molecules 2025 dataset; level of theory: ωB97M-V/def2-TZVPD.

Each line ends with the Löwdin charge.
CARTESIAN COORDINATES (ANGSTROEM)
C1 3.50526 -0.33358 1.74977  -0.021
C2 3.52371 -1.34509 2.87647  -0.284
C3 4.21011 -0.80723 4.17786  -0.054
O1 3.13452 -0.73067 5.13733  0.081
C4 1.96859 -1.03642 4.54560  -0.570
O2 0.89292 -1.08027 5.04036  0.170
O3 2.18616 -1.51172 3.31077  0.061
H1 4.53175 -0.24383 1.37089  0.093
H2 3.38363 0.64727 2.22703  0.076
H3 2.76381 -0.43515 0.96749  0.057
H4 3.95157 -2.31008 2.60694  0.150
H5 4.62299 0.19296 4.06515  0.125
H6 4.94260 -1.51593 4.55377  0.128
C5 1.38350 -6.78189 -2.53425  -0.027
C6 2.09378 -5.46012 -2.75077  -0.260
C7 1.72495 -4.72184 -4.05872  -0.080
O4 0.76419 -3.72864 -3.71426  0.070
C8 0.78983 -3.56709 -2.37672  -0.584
O5 0.24695 -2.68910 -1.77232  0.144
O6 1.52915 -4.51916 -1.79064  0.055
H7 0.31164 -6.76018 -2.70409  0.090
H8 1.60885 -7.14064 -1.52806  0.088
H9 1.87316 -7.52013 -3.17743  0.091
H10 3.17380 -5.50567 -2.65735  0.152
H11 1.35593 -5.39903 -4.82556  0.137
H12 2.60642 -4.18881 -4.42374  0.121
C9 -0.91873 -5.66760 0.01367  -0.019
C10 -2.03355 -4.91815 0.70032  -0.228
C11 -2.51795 -5.47892 2.05633  -0.093
O7 -2.07349 -4.60334 3.07968  0.082
C12 -1.39787 -3.58106 2.54400  -0.574
O8 -0.79757 -2.76762 3.16921  0.160
O9 -1.28537 -3.74390 1.21692  0.044
H13 -1.34195 -6.54556 -0.49237  0.094
H14 -0.13180 -5.99420 0.68603  0.104
H15 -0.53850 -5.05881 -0.79783  0.056
H16 -2.88354 -4.62460 0.09411  0.140
H17 -2.13044 -6.46245 2.34730  0.132
H18 -3.59420 -5.66106 2.06359  0.130
C13 4.59871 3.36311 0.66751  -0.026
C14 4.14004 4.13030 -0.53722  -0.313
C15 3.03357 3.46381 -1.34082  -0.086
O10 2.29842 4.59829 -1.79992  0.064
C16 2.56480 5.67572 -1.03180  -0.556
O11 1.99804 6.71267 -1.06578  0.176
O12 3.50022 5.33714 -0.09522  0.076
H19 5.18069 3.98666 1.35513  0.092
H20 5.28829 2.54621 0.44307  0.088
H21 3.79593 2.98541 1.30495  0.066
H22 4.98942 4.45545 -1.14438  0.161
H23 2.41540 2.80564 -0.72964  0.112
H24 3.43216 2.90359 -2.17871  0.107
C17 2.98915 -0.84763 -1.69679  0.001
C18 2.45865 -0.30930 -3.02567  -0.267
C19 3.41256 0.75958 -3.64057  -0.049
O13 3.99792 0.02874 -4.76022  0.067
C20 3.47425 -1.19172 -4.89544  -0.585
O14 3.88136 -2.05495 -5.60579  0.153
O15 2.46430 -1.34716 -4.01904  0.059
H25 3.43142 -0.02984 -1.13143  0.070
H26 3.70932 -1.63824 -1.90275  0.107
H27 2.12852 -1.23079 -1.15101  0.056
H28 1.43688 0.03785 -3.07627  0.114
H29 4.23747 1.15301 -3.05937  0.121
H30 2.83564 1.51839 -4.16429  0.114
C21 -2.13993 4.31652 -1.53724  -0.020
C22 -3.55890 4.68425 -1.85070  -0.298
C23 -3.99677 4.60497 -3.30320  -0.086
O16 -5.31849 4.07875 -3.22333  0.070
C24 -5.49257 3.49858 -2.02104  -0.572
O17 -6.35867 2.71890 -1.77496  0.151
O18 -4.47780 3.78014 -1.16989  0.078
H31 -1.81738 3.33796 -1.89263  0.065
H32 -2.02978 4.28183 -0.44760  0.091
H33 -1.35214 5.02538 -1.80234  0.098
H34 -3.82252 5.64125 -1.39268  0.156
H35 -3.36144 3.95962 -3.91327  0.120
H36 -3.96597 5.60207 -3.73964  0.137
C25 -2.69892 1.74477 -6.32634  -0.022
C26 -1.64137 1.05032 -5.50716  -0.306
C27 -0.23768 1.05119 -6.09550  -0.069
O19 0.61407 1.37697 -4.99371  0.039
C28 -0.15182 1.86397 -3.96440  -0.550
O20 0.29467 2.45929 -3.04300  0.167
O21 -1.45230 1.78840 -4.28290  0.075
H37 -3.66009 1.85969 -5.83090  0.088
H38 -2.76506 1.26272 -7.30441  0.095
H39 -2.40952 2.77192 -6.58003  0.094
H40 -2.01963 0.05943 -5.24858  0.149
H41 -0.05799 1.78265 -6.88169  0.142
H42 -0.06513 0.03138 -6.44149  0.141
C29 -3.82376 -1.19864 -2.41438  -0.015
C30 -3.23815 -1.21932 -1.03652  -0.305
C31 -3.54437 -0.04125 -0.09590  -0.043
O22 -3.68162 -0.72208 1.16756  0.081
C32 -4.07198 -1.97685 0.95839  -0.577
O23 -4.45470 -2.77229 1.75405  0.162
O24 -3.81380 -2.31322 -0.31927  0.070
H43 -3.39960 -0.42665 -3.06434  0.073
H44 -4.90790 -1.09181 -2.47402  0.095
H45 -3.58518 -2.12931 -2.93893  0.088
H46 -2.14971 -1.28692 -1.10739  0.128
H47 -4.46587 0.48672 -0.31929  0.135
H48 -2.69836 0.64037 -0.06849  0.120
C33 -4.18872 -1.50458 5.14942  -0.021
C34 -2.83465 -1.24415 5.75455  -0.295
C35 -2.18760 0.02884 5.13371  -0.083
O25 -1.91141 0.86838 6.25239  0.063
C36 -2.46243 0.36057 7.37454  -0.562
O26 -2.38383 0.84928 8.45646  0.153
O27 -2.99691 -0.85283 7.11807  0.082
H49 -4.70069 -2.23433 5.79057  0.090
H50 -4.09242 -2.09241 4.23450  0.071
H51 -4.82829 -0.63066 5.07637  0.093
H52 -2.13578 -2.07278 5.64400  0.149
H53 -2.98799 0.46847 4.52829  0.123
H54 -1.31802 -0.07134 4.49868  0.093
C37 2.54625 3.78408 6.44726  -0.114
C38 1.17138 3.70151 6.13096  -0.088
C39 1.09916 3.60728 4.76379  -0.157
N1 2.34342 3.78646 4.25775  0.001
C40 3.26643 3.82573 5.27302  -0.142
H55 3.04227 3.77025 7.40489  0.091
H56 0.40043 3.63564 6.87912  0.098
H57 0.20305 3.62348 4.16563  0.102
H58 2.59530 3.79908 3.28588  0.123
H59 4.30551 4.07990 5.16350  0.099
C41 0.21963 1.66340 0.40841  -0.098
C42 0.07075 0.41405 -0.28240  -0.111
C43 -0.18498 -0.50361 0.69864  -0.155
N2 -0.06932 0.04992 1.93178  0.070
C44 0.24719 1.37097 1.75559  -0.118
H60 0.33070 2.61982 -0.07571  0.079
H61 0.07887 0.17459 -1.33095  0.077
H62 -0.36061 -1.56746 0.63366  0.105
H63 -0.03978 -0.57153 2.73158  0.101
H64 0.41319 2.06976 2.55818  0.081

Calculated values
- total charge = 0
- structure (SMILES) = C[C@H]1COC(=O)O1.C[C@H]1COC(=O)O1.C[C@H]1COC(=O)O1.C[C@H]1COC(=O)O1.C[C@H]1COC(=O)O1.C[C@H]1COC(=O)O1.C[C@H]1COC(=O)O1.C[C@H]1COC(=O)O1.C[C@H]1COC(=O)O1.c1cc[nH]c1.c1cc[nH]c1
- multiplicity = 1
- energy relative to the best compared isomer or geometry (same formula, charge and spin) (kJ/mol) = 66.8
- DFT total energy (a.u.) = -3856.1209